No. 1
Molecular formula: C49H57As2F12N8O3
Method: DFT, wB97M-V/def2-TZVPD

Geometry (Å):
C (6.50022, 3.29069, 5.20828)
N (5.25361, 2.44781, 5.52203)
C (4.93306, 1.49158, 4.55101)
C (3.74030, 0.83639, 4.77863)
C (2.88809, 1.07570, 5.88525)
C (3.30462, 2.06868, 6.84670)
C (4.47509, 2.73477, 6.62128)
C (1.60331, 0.39430, 5.80830)
C (1.42330, -1.00111, 6.04116)
C (0.10352, -1.53806, 6.14048)
N (-1.01993, -0.78455, 6.00868)
C (-0.92802, 0.55751, 5.75003)
C (0.37988, 1.11530, 5.72100)
C (-2.30403, -1.41434, 5.89090)
H (7.26922, 2.59479, 4.87292)
H (6.87414, 3.73124, 6.13251)
H (6.27015, 4.00803, 4.42051)
H (5.51497, 1.33790, 3.65425)
H (3.39874, 0.10933, 4.05675)
H (2.66364, 2.36832, 7.66264)
H (4.84165, 3.55890, 7.21530)
H (2.30066, -1.58215, 6.28413)
H (-0.10254, -2.54561, 6.47031)
H (-1.82444, 1.12395, 5.54516)
H (0.36062, 2.18984, 5.61419)
H (-2.97475, -0.80344, 6.49509)
H (-2.22974, -2.36150, 6.42518)
H (-2.37010, -1.53574, 4.80969)
C (-0.19307, -1.82243, -6.85146)
N (-0.37578, -2.74930, -5.66014)
C (-1.59544, -2.78016, -5.12083)
C (-1.87060, -3.65428, -4.03944)
C (-0.82822, -4.19579, -3.35404)
C (0.45521, -4.04443, -3.88251)
C (0.67968, -3.39685, -5.10539)
C (-1.07360, -4.77707, -1.99404)
C (-0.08141, -4.64730, -1.03920)
C (-0.29540, -5.33074, 0.20553)
N (-1.46428, -6.01060, 0.45017)
C (-2.35451, -6.18058, -0.50414)
C (-2.18186, -5.55607, -1.71869)
C (-1.71070, -6.41453, 1.81460)
H (0.18592, -0.94066, -6.33479)
H (-1.14222, -1.61838, -7.34703)
H (0.48390, -2.10618, -7.65726)
H (-2.30976, -2.20450, -5.69071)
H (-2.87979, -3.72333, -3.66108)
H (1.38132, -4.30175, -3.39007)
H (1.67065, -3.23733, -5.50405)
H (0.81209, -4.05407, -1.16625)
H (0.32873, -5.23993, 1.08223)
H (-3.24624, -6.73880, -0.25999)
H (-3.03037, -5.60903, -2.38474)
H (-0.90003, -6.30829, 2.53545)
H (-1.86892, -7.49222, 1.77403)
H (-2.62237, -5.95053, 2.19098)
C (-6.96912, 2.82609, 0.15609)
N (-5.48474, 2.81458, 0.08587)
C (-4.98479, 4.01157, -0.26649)
C (-3.62515, 4.13311, -0.23278)
C (-2.78880, 3.02842, 0.17601)
C (-3.37958, 1.76906, 0.47108)
C (-4.78277, 1.67803, 0.47761)
C (-1.31335, 3.17730, 0.13077)
C (-0.54087, 2.72247, 1.25435)
C (0.84268, 2.88310, 1.16012)
N (1.44777, 3.51221, 0.15374)
C (0.72123, 3.96368, -0.87968)
C (-0.65637, 3.82319, -0.93369)
C (2.87980, 3.66873, 0.18672)
H (-7.53968, 2.84319, -0.77250)
H (-7.32217, 3.67318, 0.74421)
H (-7.32869, 1.89826, 0.60100)
H (-5.72744, 4.71162, -0.61976)
H (-3.17293, 5.06979, -0.52352)
H (-2.87939, 0.85899, 0.76771)
H (-5.22108, 0.80480, 0.93777)
H (-0.95288, 2.38211, 2.19286)
H (1.48473, 2.32829, 1.82822)
H (1.25414, 4.38051, -1.72149)
H (-1.30152, 4.18932, -1.71863)
H (3.18594, 4.37211, -0.58765)
H (3.34991, 2.68547, 0.16968)
H (3.12645, 4.27478, 1.05848)
C (-5.34238, 0.25163, -4.07306)
N (-3.87717, 0.42892, -4.00321)
C (-3.24516, -0.05590, -2.95612)
C (-1.82189, 0.04210, -2.77841)
C (-1.05715, 0.66439, -3.77921)
C (-1.79390, 1.17522, -4.83320)
C (-3.22101, 1.06658, -4.98286)
C (0.47813, 0.76934, -3.71359)
C (1.15832, 1.99268, -4.08205)
C (2.60302, 1.99735, -4.18530)
N (3.24276, 0.93368, -3.63586)
C (2.63077, -0.09636, -2.95021)
C (1.25461, -0.30409, -3.14336)
C (4.74536, 0.97596, -3.75983)
H (-5.64449, 0.97662, -3.31727)
H (-5.51186, -0.77521, -3.74904)
H (-5.79109, 0.28158, -5.06597)
H (-3.89240, -0.60796, -2.29075)
H (-1.44514, -0.33572, -1.83942)
H (-1.31606, 1.67039, -5.66559)
H (-3.83697, 1.50362, -5.75487)
H (0.58973, 2.74839, -4.60360)
H (3.25328, 2.78793, -4.52962)
H (3.34256, -0.68168, -2.38705)
H (0.88470, -1.07079, -2.47872)
H (5.14892, 0.43234, -2.90560)
H (5.09319, 2.00837, -3.72459)
H (4.93729, 0.51786, -4.73009)
As (6.09349, 1.39047, 0.29178)
F (6.83089, 0.40764, 1.61508)
F (6.66753, 0.24334, -0.95248)
F (5.41857, 2.49254, -0.93782)
F (5.49143, 2.52604, 1.49326)
F (7.58905, 2.34535, 0.02689)
F (4.49610, 0.56572, 0.36509)
As (0.81327, -1.16900, 1.74323)
F (0.01808, -2.02743, 3.07657)
F (2.37526, -1.52961, 2.49762)
F (1.62604, -0.21078, 0.41834)
F (-0.77552, -0.74824, 0.97688)
F (0.79872, 0.29876, 2.70266)
F (0.90225, -2.73003, 0.83299)
O (-2.92505, -1.49748, -0.27059)
C (-3.53765, -2.63906, -0.25092)
O (-4.04719, -3.00154, -1.31619)
O (-3.40577, -3.29457, 0.84964)
H (-2.63536, -1.58714, 0.64025)

Values from the calculation:
E_tot, eV: -224043.4317
Charge: +5

=====

No. 2
Molecular formula: C4H9N
Method: DFT, wB97M-V/def2-TZVPD

Geometry (Å):
C (1.33421, 0.63129, 1.15851)
C (0.32016, -0.45299, 0.64858)
C (-1.08874, 0.09737, 0.68005)
N (-0.47429, -0.31547, -0.50712)
C (-0.60569, -0.45728, -1.92118)
H (1.31875, 0.63178, 2.26125)
H (2.35144, 0.41849, 0.83633)
H (1.14518, 1.68944, 0.89152)
H (0.57904, -1.48041, 0.94318)
H (-0.93218, 1.14376, 0.95732)
H (-1.99712, -0.38267, 1.05472)
H (-1.01141, -1.43514, -2.24408)
H (-1.27449, 0.31402, -2.32263)
H (0.37455, -0.33843, -2.39351)

Values from the calculation:
Energy relative to the best compared isomer or geometry (same formula, charge and spin), kJ/mol: 217.45

=====

No. 3
Molecular formula: C6H12O
Method: DFT, wB97M-V/def2-TZVPD

Geometry (Å):
C (-0.43332, -2.03198, -2.51522)
C (0.00648, -1.82594, -1.27193)
C (-0.56448, -0.77899, -0.36935)
C (0.57659, 0.15310, 0.04867)
C (0.91149, 0.37271, 1.30820)
C (1.92617, 1.39210, 1.70335)
H (0.15529, -2.59877, -3.21992)
H (-1.25859, -1.44648, -2.90439)
H (0.63302, -2.59132, -0.82513)
H (-0.92992, -1.17592, 0.57749)
H (-1.29510, -0.18942, -0.91456)
H (0.93221, 0.75287, -0.78163)
H (0.20736, -0.10859, 1.97826)
H (2.85118, 0.90117, 2.00517)
H (1.60887, 2.02684, 2.53544)
H (2.13452, 2.10267, 0.90502)
O (-2.05237, 1.82636, 0.66998)
H (-2.13178, 2.73161, 0.97884)
H (-1.10622, 1.59323, 0.68899)

Values from the calculation:
Energy relative to the best compared isomer or geometry (same formula, charge and spin), kJ/mol: 182.73

=====

No. 4
Molecular formula: C14H18OSSe2Tc
Method: DFT, wB97M-V/def2-TZVPD

Geometry (Å):
Tc (2.55052, 0.07304, -0.72382)
C (6.94082, -0.08856, -0.74242)
Se (4.99892, 0.07304, -0.72462)
C (5.03452, 1.14214, 0.95828)
C (4.39152, 0.42864, 2.16158)
Se (2.54972, 0.07304, 1.67158)
C (2.78102, -1.86246, 1.68618)
H (7.39642, 0.91454, -0.87482)
H (7.23642, -0.68986, -1.62572)
H (7.30342, -0.57906, 0.18528)
H (4.54062, 2.11624, 0.75718)
H (6.08222, 1.39304, 1.22518)
H (4.42052, 1.08774, 3.05418)
H (4.94632, -0.50736, 2.38118)
H (3.02492, -2.19786, 2.71528)
H (3.58832, -2.16326, 0.98738)
H (1.82752, -2.34206, 1.38428)
C (-6.85768, -1.30416, 0.16548)
C (-7.05548, 0.17444, -0.01682)
O (-7.50438, 0.90714, 0.85618)
S (-6.53168, 0.81904, -1.57102)
C (-4.76688, 0.68404, -1.37722)
C (-4.03688, -0.12546, -2.25302)
C (-2.65578, -0.27056, -2.09282)
C (-1.99348, 0.39984, -1.05902)
C (-2.71888, 1.22834, -0.19652)
C (-4.10008, 1.37204, -0.35762)
C (-0.58068, 0.22894, -0.87882)
C (0.59192, 0.07304, -0.72382)
H (-7.53898, -1.66366, 0.94218)
H (-5.82858, -1.50496, 0.47528)
H (-7.08208, -1.84876, -0.75582)
H (-4.53478, -0.65596, -3.06232)
H (-2.10398, -0.91246, -2.77752)
H (-2.21778, 1.76444, 0.60778)
H (-4.64808, 2.02244, 0.32298)
H (2.55052, 1.74124, -0.72382)

Values from the calculation:
<S²>: 3.82
Spin multiplicity: 4
E_tot, eV: -160560.3836
Charge: +2